<a>
This record from the Open Molecules 2025 dataset describes 2 unconnected molecules or ions with the total composition C2H2NO3. The level of theory is wB97M-V/def2-TZVPD.

Structure (XYZ):
```
8
Properties=species:S:1:pos:R:3
C 0.203 0.353 -1.379
C -0.150 -0.205 0.091
N -0.601 0.590 1.152
O -0.867 0.686 -1.868
O 1.361 0.400 -1.706
O -1.338 -0.530 0.597
H 1.564 -1.591 1.079
H -0.171 0.297 2.034
```

Computed properties:
LUMO level (spin up / spin down) = 3.400 / 4.244 eV
HOMO level (spin up / spin down) = -3.43 / -4.83 eV
HOMO-LUMO gap (spin up / spin down) = 6.832 / 9.078 eV
net charge = -1

Atomic partial charges in e from the Mulliken method, atoms 1 to 2:
1 C 0.48
2 C 0.09

---

<b>
This record from the Open Molecules 2025 dataset describes 2 unconnected molecules or ions with the total composition C2H2NO3. The level of theory is wB97M-V/def2-TZVPD.

Structure (XYZ):
```
8
Properties=species:S:1:pos:R:3
C -0.591 1.972 -0.053
C -1.397 -0.523 0.431
N -0.965 0.896 0.232
O -0.496 -1.205 0.916
O 2.281 -0.169 -0.769
O -2.586 -0.663 0.149
H 1.929 -0.953 -0.452
H 1.825 0.645 -0.455
```

Computed properties:
LUMO level = 4.324 eV
HOMO level = -5.45 eV
HOMO-LUMO gap = 9.773 eV
net charge = -1

Atomic partial charges in e from the Mulliken method, atoms 1 to 2:
1 C -0.31
2 C 0.51

---

Energetically preferred structure: <b> | next structure: +607.6 kJ/mol

---

<a>
This record from the Open Molecules 2025 dataset describes 13 unconnected molecules or ions with the total composition C26H78O26. The level of theory is wB97M-V/def2-TZVPD.

Structure (XYZ):
```
130
Properties=species:S:1:pos:R:3
C -6.724 1.942 0.823
C -5.174 1.965 0.801
O -4.626 2.177 -0.488
O -7.194 1.117 -0.253
H -7.141 2.945 0.732
H -6.992 1.546 1.802
H -4.655 1.105 1.225
H -4.909 2.830 1.409
H -5.411 1.928 -0.981
H -8.092 1.351 -0.499
C 5.102 0.120 -4.819
C 5.003 -0.992 -3.729
O 5.755 -0.692 -2.627
O 5.608 1.431 -4.435
H 4.100 0.324 -5.196
H 5.618 -0.314 -5.676
H 5.386 -1.937 -4.114
H 3.950 -1.224 -3.570
H 5.704 0.266 -2.600
H 6.525 1.467 -4.720
C 1.363 -5.974 5.576
C 0.724 -4.585 5.610
O 1.663 -3.558 5.981
O 2.475 -6.049 4.676
H 0.667 -6.811 5.514
H 1.785 -6.129 6.569
H -0.037 -4.567 6.390
H 0.071 -4.386 4.760
H 1.187 -2.916 6.513
H 2.947 -5.230 4.849
C -2.701 -0.486 5.393
C -2.218 -0.680 6.916
O -0.806 -0.342 7.213
O -2.956 0.885 5.106
H -3.638 -1.034 5.284
H -1.994 -0.968 4.718
H -2.335 -1.721 7.219
H -2.904 -0.174 7.594
H -0.790 0.613 7.313
H -2.119 1.299 4.884
C 0.621 5.189 2.558
C -0.721 4.367 2.431
O -0.552 3.002 2.665
O 1.307 4.845 3.801
H 0.381 6.253 2.575
H 1.142 5.110 1.605
H -1.291 4.525 1.515
H -1.353 4.700 3.254
H -0.400 2.503 1.859
H 1.102 3.911 3.881
C -0.685 -1.754 0.591
C -0.570 -0.924 -0.750
O -0.719 0.506 -0.536
O -1.924 -2.508 0.695
H -0.497 -1.145 1.475
H 0.105 -2.503 0.654
H -1.364 -1.148 -1.463
H 0.443 -0.974 -1.149
H -1.663 0.675 -0.583
H -2.177 -2.929 -0.130
C -5.115 1.035 -6.065
C -3.992 0.215 -5.406
O -2.680 0.606 -5.878
O -4.915 2.415 -5.698
H -6.113 0.745 -5.737
H -5.322 0.928 -7.130
H -4.074 -0.823 -5.731
H -3.915 0.162 -4.320
H -2.499 1.436 -5.432
H -5.741 2.835 -5.949
C 1.066 -2.339 -7.067
C 1.933 -3.614 -7.418
O 1.480 -4.835 -6.879
O 1.138 -1.965 -5.708
H 0.040 -2.530 -7.379
H 1.498 -1.461 -7.548
H 2.965 -3.437 -7.116
H 1.819 -3.698 -8.499
H 1.430 -4.659 -5.937
H 0.293 -1.550 -5.523
C -0.401 6.077 -3.963
C -1.085 4.692 -4.204
O -0.150 3.720 -4.488
O 0.367 6.056 -2.749
H -1.154 6.861 -3.882
H 0.232 6.429 -4.777
H -1.645 4.790 -5.133
H -1.714 4.365 -3.376
H 0.534 3.696 -3.815
H 1.100 5.452 -2.886
C 3.997 2.809 -0.321
C 2.952 2.732 -1.416
O 3.243 3.616 -2.480
O 5.251 2.619 -0.885
H 3.798 2.121 0.501
H 4.058 3.805 0.119
H 1.960 3.058 -1.103
H 2.777 1.729 -1.806
H 4.153 3.369 -2.662
H 5.903 2.420 -0.208
C 4.004 -2.228 2.139
C 5.392 -2.155 2.859
O 5.698 -3.110 3.848
O 3.101 -1.571 2.949
H 3.750 -3.281 2.020
H 3.983 -1.768 1.151
H 5.450 -1.151 3.280
H 6.212 -2.236 2.145
H 6.176 -2.641 4.536
H 3.133 -2.094 3.754
C 3.430 2.485 7.398
C 3.439 1.374 6.316
O 2.298 1.509 5.486
O 3.789 3.767 6.815
H 4.150 2.341 8.204
H 2.455 2.558 7.880
H 3.328 0.419 6.829
H 4.410 1.450 5.826
H 2.370 0.871 4.772
H 3.032 3.980 6.265
C -6.226 -5.894 -2.367
C -4.718 -5.792 -2.275
O -4.404 -4.405 -1.993
O -6.611 -5.157 -3.476
H -6.790 -5.440 -1.552
H -6.597 -6.901 -2.558
H -4.255 -6.082 -3.218
H -4.439 -6.496 -1.491
H -5.119 -3.943 -2.436
H -7.315 -4.538 -3.269
```

Computed properties:
LUMO level = 0.045 eV
HOMO level = -9.86 eV
HOMO-LUMO gap = 9.906 eV
net charge = 0

Atomic partial charges in e from the Mulliken method, atoms 1 to 2:
1 C -0.44
2 C -0.28

---

<b>
This record from the Open Molecules 2025 dataset describes 13 unconnected molecules or ions with the total composition C26H78O26. The level of theory is wB97M-V/def2-TZVPD.

Structure (XYZ):
```
130
Properties=species:S:1:pos:R:3
C -3.044 -3.439 -0.154
C -3.855 -4.638 0.221
O -5.218 -4.242 0.418
O -3.486 -2.961 -1.383
H -1.977 -3.614 -0.160
H -3.200 -2.712 0.610
H -3.563 -5.053 1.165
H -3.754 -5.439 -0.507
H -5.670 -3.963 -0.388
H -3.955 -2.117 -1.256
C 1.520 -3.054 2.363
C 2.202 -4.199 3.190
O 1.309 -5.303 3.133
O 2.452 -2.258 1.669
H 0.884 -2.496 3.067
H 0.862 -3.547 1.676
H 2.318 -3.903 4.234
H 3.168 -4.342 2.754
H 1.871 -6.068 3.089
H 2.847 -1.701 2.405
C 4.222 2.443 0.519
C 3.412 3.673 0.746
O 2.352 3.857 -0.145
O 5.149 2.531 -0.566
H 3.683 1.541 0.301
H 4.841 2.178 1.417
H 4.069 4.564 0.615
H 2.964 3.603 1.740
H 2.444 3.245 -0.900
H 5.766 3.204 -0.367
C -0.302 1.645 4.887
C -0.444 2.979 4.292
O 0.694 3.425 3.588
O 0.127 0.478 4.100
H -1.251 1.323 5.384
H 0.400 1.637 5.727
H -0.629 3.614 5.187
H -1.324 3.033 3.691
H 0.399 3.821 2.745
H -0.539 0.378 3.437
C -5.960 1.266 -2.297
C -5.867 0.102 -1.397
O -4.536 -0.367 -1.202
O -7.291 1.641 -2.346
H -5.743 0.999 -3.295
H -5.289 2.095 -1.970
H -6.542 -0.696 -1.771
H -6.319 0.359 -0.408
H -3.862 0.025 -1.806
H -7.476 2.055 -1.496
C -3.595 1.660 1.681
C -4.891 2.214 2.246
O -6.026 1.450 1.897
O -3.235 0.446 2.245
H -2.754 2.334 1.935
H -3.766 1.488 0.565
H -5.053 3.234 1.866
H -4.806 2.388 3.333
H -5.805 0.529 2.039
H -2.855 -0.124 1.552
C 0.375 -5.337 -2.034
C 0.735 -4.963 -3.443
O -0.173 -4.070 -4.051
O 0.459 -4.191 -1.166
H 1.008 -6.129 -1.614
H -0.640 -5.729 -1.902
H 0.733 -5.868 -4.058
H 1.690 -4.473 -3.424
H 0.239 -3.222 -3.936
H -0.046 -3.436 -1.543
C -0.797 4.477 -1.364
C -1.084 4.477 0.158
O -0.151 3.690 0.926
O 0.316 5.223 -1.818
H -1.665 4.960 -1.841
H -0.643 3.419 -1.686
H -1.984 3.890 0.132
H -1.235 5.464 0.587
H 0.721 3.804 0.435
H 1.086 4.919 -1.330
C 3.057 -2.035 -1.793
C 4.215 -1.504 -0.874
O 4.667 -0.361 -1.587
O 3.403 -2.899 -2.835
H 2.447 -1.241 -2.142
H 2.446 -2.659 -1.094
H 4.956 -2.282 -0.820
H 3.838 -1.182 0.135
H 5.503 -0.002 -1.255
H 3.484 -2.294 -3.613
C 3.151 0.217 5.170
C 3.526 1.260 4.205
O 2.940 1.183 2.927
O 3.433 -1.126 4.786
H 2.109 0.226 5.347
H 3.602 0.441 6.136
H 4.583 1.124 4.026
H 3.259 2.261 4.670
H 1.991 0.914 2.995
H 4.357 -1.254 4.737
C -0.951 -0.837 -3.419
C -2.094 0.117 -3.780
O -2.515 0.751 -2.530
O -1.232 -1.746 -2.408
H -0.133 -0.155 -3.113
H -0.638 -1.270 -4.375
H -3.024 -0.394 -4.104
H -1.823 0.897 -4.488
H -1.715 1.090 -2.052
H -2.068 -2.257 -2.591
C -0.088 -0.579 0.514
C 0.694 0.681 0.168
O 0.351 0.891 -1.261
O -1.506 -0.520 0.306
H 0.121 -0.812 1.570
H 0.309 -1.364 -0.081
H 1.739 0.458 0.243
H 0.402 1.600 0.647
H 0.876 1.647 -1.570
H -1.711 -0.820 -0.611
C 2.537 1.074 -4.390
C 2.786 2.382 -3.658
O 2.776 2.216 -2.243
O 3.542 0.105 -4.175
H 2.417 1.151 -5.473
H 1.598 0.678 -3.998
H 2.107 3.114 -3.979
H 3.784 2.745 -4.060
H 3.695 2.159 -1.916
H 3.780 0.083 -3.237
```

Computed properties:
LUMO level = 0.093 eV
HOMO level = -9.63 eV
HOMO-LUMO gap = 9.721 eV
net charge = 0

Atomic partial charges in e from the Mulliken method, atoms 1 to 2:
1 C 0.52
2 C -0.75

---

Energetically preferred structure: <b> | next structure: +448.2 kJ/mol